# C5H8Cl2O

An isolated molecule of C5H8Cl2O (wB97M-V/def2-TZVPD, the OMol25 dataset).

XYZ file:
```
16
Properties=species:S:1:pos:R:3
C -2.25 1.21 0.39
O -1.54 0.15 -0.31
C -0.24 0.25 -0.15
C 0.59 -0.87 -0.58
C 1.80 -1.24 0.25
C 0.65 0.34 -1.56
Cl 2.01 1.32 -1.90
Cl -0.44 0.16 -2.92
H -1.41 2.07 0.61
H -2.69 0.83 1.32
H -3.06 1.57 -0.24
H 0.10 1.03 0.71
H 0.02 -1.80 -0.82
H 1.62 -2.28 0.76
H 1.85 -0.56 1.09
H 2.73 -1.15 -0.30
```

Calculated values
Structure (SMILES): CO[C@H]1[C@H](C)C1(Cl)Cl
Highest occupied orbital energy (Ha): -0.3156
Charge: 0
Kohn-Sham gap (eV): 9.4
LUMO energy (Eh): 0.0313
ΔE to the lowest compared entry with this formula, charge and spin (kJ/mol): 192.1
E_tot (Ha): -1190.8390

# C42H133N35O21

A cluster of 21 separate species, C42H133N35O21 in total (wB97M-V/def2-TZVPD, the OMol25 dataset).

XYZ file:
```
231
Properties=species:S:1:pos:R:3
C -3.12 3.09 -2.31
O -1.98 2.81 -1.93
N -3.84 4.06 -1.67
N -3.62 2.44 -3.37
H -3.34 4.59 -0.91
H -4.58 4.59 -2.08
H -4.50 2.76 -3.73
H -2.97 2.07 -4.10
C -4.46 -0.91 5.46
O -3.84 -1.45 4.56
N -5.11 0.28 5.43
N -4.49 -1.44 6.74
H -5.05 0.89 4.64
H -5.80 0.49 6.11
H -4.18 -2.37 6.83
H -5.15 -1.07 7.42
C 1.31 4.18 -2.28
O 2.52 4.41 -2.32
N 0.75 3.15 -3.02
N 0.61 5.00 -1.33
H -0.23 2.91 -3.02
H 1.36 2.42 -3.34
H 1.16 5.86 -1.29
H -0.40 5.16 -1.31
C 5.68 1.11 1.95
O 6.72 0.65 2.52
N 4.48 0.53 2.12
N 5.67 2.36 1.30
H 3.68 0.72 1.52
H 4.54 -0.36 2.60
H 5.16 2.44 0.42
H 6.54 2.82 1.18
C 3.42 -0.84 -3.32
O 2.44 -0.23 -3.70
N 3.55 -1.42 -2.12
N 4.52 -1.14 -4.17
H 4.45 -1.78 -1.89
H 2.85 -1.16 -1.47
H 4.87 -0.39 -4.79
H 5.31 -1.60 -3.72
C -3.56 -2.35 -3.01
O -3.50 -1.44 -2.17
N -2.73 -2.27 -4.17
N -4.23 -3.58 -2.69
H -2.93 -2.89 -4.97
H -2.57 -1.33 -4.46
H -3.89 -4.27 -3.34
H -4.20 -3.74 -1.69
C 4.59 1.38 5.25
O 3.53 1.70 5.74
N 5.65 2.30 4.99
N 4.89 0.07 5.08
H 6.33 1.99 4.31
H 5.32 3.23 4.73
H 4.04 -0.50 4.99
H 5.71 -0.08 4.50
C -0.78 0.66 -4.87
O -1.88 1.00 -5.27
N -0.51 0.56 -3.50
N 0.27 0.42 -5.71
H -1.21 0.81 -2.88
H 0.43 0.30 -3.24
H 1.16 0.16 -5.28
H 0.25 0.99 -6.53
C 2.52 -2.86 1.69
O 3.53 -2.42 2.15
N 2.23 -4.23 1.87
N 1.71 -2.29 0.75
H 2.68 -4.77 2.64
H 1.34 -4.64 1.56
H 0.73 -2.54 0.66
H 1.85 -1.30 0.74
C 1.16 1.27 0.24
O 2.03 0.37 0.33
N 1.40 2.63 0.41
N -0.18 0.98 -0.02
H 0.74 3.36 0.26
H 2.36 2.88 0.34
H -0.79 1.77 -0.33
H -0.36 0.01 -0.33
C -1.76 4.79 1.33
O -1.90 5.39 0.30
N -0.65 4.88 2.07
N -2.70 3.99 1.82
H -0.55 4.29 2.88
H 0.01 5.58 1.79
H -2.59 3.52 2.72
H -3.29 3.48 1.17
C -2.22 -5.00 3.05
O -2.67 -6.04 2.53
N -3.07 -4.01 3.46
N -0.92 -4.81 3.44
H -4.04 -4.06 3.22
H -2.70 -3.14 3.71
H -0.61 -3.89 3.48
H -0.33 -5.48 3.00
C -0.78 3.14 5.71
O -0.91 3.10 4.51
N 0.45 3.52 6.29
N -1.66 2.69 6.69
H 1.02 4.13 5.72
H 0.55 3.56 7.30
H -1.27 2.60 7.67
H -2.30 1.96 6.38
C 6.29 -2.41 -0.23
O 6.21 -2.73 -1.44
N 5.90 -3.31 0.73
N 6.82 -1.26 0.17
H 5.42 -3.01 1.58
H 5.36 -4.07 0.31
H 6.93 -1.08 1.17
H 7.19 -0.64 -0.53
C 4.46 6.07 5.27
C 3.50 6.26 4.08
C 3.37 4.94 3.39
O 2.78 5.08 2.15
C 3.77 5.47 1.11
N 2.18 6.65 4.44
H 5.49 6.25 4.93
H 4.28 5.06 5.73
H 4.33 6.75 6.13
H 3.85 7.04 3.44
H 2.73 4.27 4.04
H 4.35 4.47 3.20
H 4.17 6.48 1.29
H 3.17 5.43 0.18
H 4.63 4.75 1.11
H 1.66 6.60 3.57
H 2.21 7.60 4.72
C -0.43 -6.62 -4.14
C -1.12 -5.32 -4.35
C -0.66 -4.64 -5.71
O 0.77 -4.30 -5.77
C 1.00 -3.33 -4.81
N -2.59 -5.51 -4.39
H 0.64 -6.50 -3.89
H -0.39 -7.21 -5.05
H -0.83 -7.24 -3.36
H -0.82 -4.74 -3.51
H -1.27 -3.73 -5.96
H -0.73 -5.28 -6.64
H 0.53 -2.36 -5.07
H 2.07 -3.25 -4.75
H 0.61 -3.66 -3.82
H -2.84 -6.09 -5.26
H -2.89 -6.11 -3.65
C -0.12 -2.11 6.23
C 0.06 -1.10 5.05
C 1.51 -0.88 4.70
O 1.59 -0.19 3.50
C 1.46 1.18 3.64
N -0.64 -1.55 3.82
H -1.06 -1.98 6.76
H 0.62 -2.04 7.03
H 0.02 -3.12 5.90
H -0.33 -0.13 5.32
H 2.06 -1.77 4.61
H 1.92 -0.29 5.57
H 2.32 1.75 3.21
H 1.26 1.53 4.63
H 0.58 1.55 3.12
H -1.65 -1.43 3.86
H -0.33 -0.98 3.06
C -3.36 0.55 0.42
C -4.69 1.19 1.00
C -6.04 0.59 0.43
O -6.56 -0.45 1.18
C -6.42 -1.72 0.56
N -4.77 1.09 2.50
H -2.52 0.97 0.98
H -3.41 0.68 -0.63
H -3.34 -0.54 0.60
H -4.60 2.22 0.72
H -5.87 0.28 -0.68
H -6.90 1.32 0.37
H -6.99 -2.42 1.09
H -5.37 -2.04 0.51
H -6.79 -1.72 -0.52
H -5.76 1.00 2.66
H -4.42 0.16 2.75
C -1.94 -3.32 0.14
C -1.92 -4.60 -0.70
C -0.85 -5.49 -0.25
O 0.38 -4.71 -0.15
C 1.37 -5.10 -1.09
N -3.31 -5.24 -0.50
H -2.09 -3.59 1.15
H -2.80 -2.68 -0.04
H -1.01 -2.78 0.06
H -1.77 -4.35 -1.70
H -0.59 -6.32 -0.92
H -1.13 -5.92 0.73
H 2.37 -4.76 -0.69
H 1.23 -4.64 -2.09
H 1.42 -6.20 -1.16
H -3.44 -5.53 0.48
H -3.21 -6.10 -1.02
C -7.68 0.38 -3.23
C -7.28 -0.65 -4.30
C -6.04 -0.27 -5.11
O -6.20 0.94 -5.78
C -5.18 1.19 -6.73
N -7.10 -2.02 -3.62
H -8.45 -0.09 -2.56
H -8.11 1.23 -3.83
H -6.85 0.68 -2.59
H -8.08 -0.77 -5.02
H -5.90 -1.15 -5.80
H -5.13 -0.22 -4.51
H -5.07 0.42 -7.47
H -4.25 1.33 -6.20
H -5.37 2.14 -7.22
H -7.31 -2.80 -4.22
H -6.14 -2.12 -3.27
C 6.09 1.30 -2.00
C 5.89 2.57 -2.73
C 4.92 2.30 -3.94
O 5.56 1.72 -4.99
C 4.86 1.76 -6.21
N 5.45 3.62 -1.88
H 5.18 1.06 -1.49
H 6.93 1.33 -1.34
H 6.21 0.42 -2.63
H 6.84 2.97 -3.18
H 4.62 3.29 -4.30
H 4.03 1.74 -3.62
H 5.33 1.02 -6.89
H 4.85 2.79 -6.63
H 3.78 1.47 -6.01
H 4.41 3.59 -1.86
H 5.73 4.58 -2.11
```

Calculated values
Highest occupied orbital energy (Ha): -0.3291
Charge: 0
Kohn-Sham gap (eV): 9.2
LUMO energy (Eh): 0.0088
ΔE to the lowest compared entry with this formula, charge and spin (kJ/mol): 0.0
E_tot (Ha): -5177.0655

# CH6N2O2

An isolated molecule of CH6N2O2 (wB97M-V/def2-TZVPD, the OMol25 dataset).

XYZ file:
```
11
Properties=species:S:1:pos:R:3
C -0.99 0.60 -0.62
N -0.25 -0.54 0.18
O -0.24 -0.31 1.49
N 1.18 -0.40 -0.36
O 1.69 0.57 0.48
H -0.64 1.58 -0.31
H -0.81 0.43 -1.68
H -2.04 0.47 -0.35
H -0.58 -1.48 -0.06
H 1.66 -1.28 -0.14
H 1.02 0.36 1.40
```

Calculated values
Structure (SMILES): C[N@H+]([O-])NO
Highest occupied orbital energy (Ha): -0.3460
Charge: 0
Kohn-Sham gap (eV): 10.2
LUMO energy (Eh): 0.0273
ΔE to the lowest compared entry with this formula, charge and spin (kJ/mol): 606.5
E_tot (Ha): -301.5131